<A>
Computed, not measured: an isolated molecule of C5H10NP, with ωB97M-V with the def2-TZVPD basis set.

Element x y z (Å)
C 0.3898 -1.5885 0.6594
P 0.0359 -0.0105 -0.1857
C 1.5059 0.5580 -1.0326
C -0.0114 1.2498 1.2347
C -1.2248 -0.2921 -1.3316
C -2.4157 -0.9433 -0.4739
N -3.3325 -1.3541 0.0744
H 0.4899 -2.1775 -0.2576
H 1.3806 -1.4060 1.2019
H -0.5166 -1.7124 1.3060
H 2.2666 0.4667 -0.3762
H 1.6868 0.0672 -2.1001
H 1.5643 1.6741 -1.1151
H 1.0379 1.6088 1.4890
H -0.4231 2.2414 0.6926
H -0.7203 0.9988 2.0541
H -1.7133 0.6196 -1.8392

Values from the calculation:
HOMO in eV: -8.27
Structure (SMILES): CP(C)(C)=CC#N
Lowest unoccupied orbital energy in eV: 0.4
HOMO-LUMO gap in eV: 8.7057

---

<B>
Computed, not measured: an isolated molecule of C5H10NP, with ωB97M-V with the def2-TZVPD basis set.

Element x y z (Å)
C -0.2403 -0.4401 2.2002
C 0.1648 -0.5437 0.7917
C -0.9777 -0.0204 0.0131
C -0.6713 -0.0246 -1.5761
C 0.4368 0.8297 -2.1276
P 1.5608 1.0577 -0.7476
N 1.4117 0.1414 0.5639
H -1.2524 -0.6831 2.3959
H 0.0209 0.6329 2.5469
H 0.3475 -1.0879 2.8461
H 0.3122 -1.6567 0.3999
H -0.9433 1.0594 0.3302
H -1.9372 -0.4139 0.2447
H -1.6150 0.1064 -2.0867
H -0.2479 -1.0508 -1.5396
H 0.6338 0.9357 -3.3695
H 2.9966 1.1579 -0.8855

Values from the calculation:
HOMO (alpha / beta) in eV: -7.53 / -7.72
Structure (SMILES): C[C@H]1CCC=[PH]=N1
Lowest unoccupied orbital energy (alpha / beta) in eV: -0.3 / -0.3
HOMO-LUMO gap (alpha / beta) in eV: 7.2776 / 7.4271

---

Sorted by energy, starting with the most stable: <A>, <B>.

---

<A>
Computed, not measured: an isolated molecule of C3H2N2O2, with ωB97M-V with the def2-TZVPD basis set.

Element x y z (Å)
O -2.6039 0.0513 -0.7661
C -1.7306 0.2443 0.0435
C -0.3957 -0.5253 -0.0310
O -0.3110 -1.6335 -0.4855
N 0.6643 0.1835 0.6230
C 1.8677 0.3458 -0.0793
N 2.0380 -0.7005 0.5548
H -1.8423 0.9600 0.8800
H 2.3135 1.0743 -0.7395

Values from the calculation:
HOMO in eV: -10.09
Structure (SMILES): O=CC(=O)N1C=N1
Lowest unoccupied orbital energy in eV: -0.7
HOMO-LUMO gap in eV: 9.3506

---

<B>
Computed, not measured: C3H2N2O2 as an isolated structure, with ωB97M-V with the def2-TZVPD basis set.

Element x y z (Å)
C -0.2567 -1.3500 1.4578
C -0.1522 0.6662 -1.2005
C 0.4019 1.9923 -1.2574
H -0.0358 -2.6538 1.8156
H -0.4621 -0.3730 2.3635
N 0.0075 -1.4287 0.0146
N 1.3405 2.7984 -1.1782
O -0.1275 0.2986 0.1019
O -0.7155 0.0500 -2.1172

Values from the calculation:
HOMO in eV: -11.31
Lowest unoccupied orbital energy in eV: -0.9
HOMO-LUMO gap in eV: 10.3871

---

Sorted by energy, starting with the most stable: <A>, <B>.

---

<A>
Computed, not measured: a 2-piece molecular cluster, C3H2N2O2 overall, with ωB97M-V with the def2-TZVPD basis set.

Element x y z (Å)
O 1.3232 1.8524 0.3467
C 0.4129 1.2288 0.0085
C -0.7422 0.6269 -0.3160
C -1.0360 -0.7346 -0.0983
O -0.3796 -1.7171 0.1266
H -1.4864 1.2759 -0.8022
H -2.0883 -0.8006 -0.1426
N 1.5514 -0.5441 0.3139
N 2.4452 -1.1876 0.5635

Values from the calculation:
HOMO in eV: -9.81
Structure (SMILES): O=C=CC=O.N#N
Lowest unoccupied orbital energy in eV: 0.6
HOMO-LUMO gap in eV: 10.4142

---

<B>
Computed, not measured: an isolated molecule of C3H2N2O2, with ωB97M-V with the def2-TZVPD basis set.

Element x y z (Å)
O 1.6437 0.5314 -2.2148
C 1.2824 0.1458 -1.1448
C 0.1243 0.5446 -0.2667
N -1.0282 -0.0207 -0.4485
C -1.3865 -0.3092 0.8425
N -0.5541 0.0973 1.7559
O 0.4556 0.6901 1.0209
H 1.6952 -0.7439 -0.6258
H -2.2324 -0.9355 1.0814

Values from the calculation:
HOMO in eV: -11.13
Structure (SMILES): O=Cc1ncno1
Lowest unoccupied orbital energy in eV: -0.4
HOMO-LUMO gap in eV: 10.7632

---

Sorted by energy, starting with the most stable: <A>, <B>.

---

<A>
Computed, not measured: a 2-piece molecular cluster, C3H2N2O2 overall, with ωB97M-V with the def2-TZVPD basis set.

Element x y z (Å)
O -3.2820 -0.1698 -0.1138
C -2.3018 0.3931 -0.0193
C -0.3303 -0.7835 -0.1168
N 0.1635 0.4496 0.0608
C 1.5398 0.3454 0.0924
N 1.9150 -0.8792 -0.0561
O 0.7109 -1.5856 -0.1883
H -0.6802 1.0957 0.1191
H 2.2651 1.1342 0.2222

Values from the calculation:
HOMO in eV: -9.58
Lowest unoccupied orbital energy in eV: 0.7
HOMO-LUMO gap in eV: 10.2594

---

<B>
Computed, not measured: C3H2N2O2 as an isolated structure, with ωB97M-V with the def2-TZVPD basis set.

Element x y z (Å)
C -1.5191 -0.8231 0.0464
C 0.9269 -0.6927 -1.2788
C -0.4727 -0.6496 -1.0995
N -0.5514 -0.6031 0.8451
N 0.2012 0.4747 -1.5660
O -2.6940 -0.8704 -0.0036
O 1.9548 -1.2230 -1.3894
H -0.3179 -1.1686 1.5885
H 0.3168 1.4102 -1.2249

Values from the calculation:
HOMO (alpha / beta) in eV: -10.06 / -10.06
Lowest unoccupied orbital energy (alpha / beta) in eV: -0.8 / -0.8
HOMO-LUMO gap (alpha / beta) in eV: 9.2883 / 9.2897

---

Sorted by energy, starting with the most stable: <A>, <B>.

---

<A>
Computed, not measured: an isolated molecule of C3H2N2O2, with ωB97M-V with the def2-TZVPD basis set.

Element x y z (Å)
N -3.2326 -0.0424 0.0953
C -2.0799 0.1909 -0.0263
C -0.6093 0.6489 -0.0598
O -0.4098 1.8035 0.0017
N 0.3000 -0.3679 -0.0034
C 1.7025 -0.3015 0.0056
O 2.3630 0.6889 0.0709
H -0.1856 -1.3021 -0.1237
H 2.1518 -1.3184 0.0397

Values from the calculation:
HOMO in eV: -11.10
Structure (SMILES): N#CC(=O)NC=O
Lowest unoccupied orbital energy in eV: -0.4
HOMO-LUMO gap in eV: 10.7068

---

<B>
Computed, not measured: a 2-piece molecular cluster, C3H2N2O2 overall, with ωB97M-V with the def2-TZVPD basis set.

Element x y z (Å)
C -0.7803 -0.6427 2.4594
C 1.3558 -1.0351 -0.1038
C 0.8374 -0.2225 -0.8191
N -1.4484 0.2070 2.0462
N 0.3586 0.7163 -1.7578
O 0.7241 0.5073 -2.8849
O -0.4442 1.5221 -1.4032
H 1.6367 -1.8703 0.4698
H -2.2395 0.8180 1.9933

Values from the calculation:
HOMO in eV: -11.04
Lowest unoccupied orbital energy in eV: -0.7
HOMO-LUMO gap in eV: 10.3247

---

<C>
Computed, not measured: an isolated molecule of C3H2N2O2, with ωB97M-V with the def2-TZVPD basis set.

Element x y z (Å)
H -0.3400 1.7707 -1.6482
N 0.3391 2.1323 -0.9793
C 0.5707 1.2807 -0.0926
N 1.3645 1.0740 1.1151
C 0.5904 0.1486 0.6967
O 0.2315 -1.0922 1.0491
C -0.6905 -1.6278 0.1646
O -1.1063 -1.0471 -0.7882
H -0.9593 -2.6393 0.4827

Values from the calculation:
HOMO in eV: -9.98
Structure (SMILES): [H]/N=c1/nc1OC=O
Lowest unoccupied orbital energy in eV: 0.2
HOMO-LUMO gap in eV: 10.1315

---

<D>
Computed, not measured: C3H2N2O2 as an isolated structure, with ωB97M-V with the def2-TZVPD basis set.

Element x y z (Å)
C -1.1213 -0.6991 0.0653
C -0.8327 0.6500 -0.0318
C 1.0596 -0.5725 -0.0494
N -0.1602 -1.6015 0.0577
N 0.5372 0.6234 0.0207
O 2.3459 -0.1587 0.0114
O 1.8541 1.1554 0.0049
H -2.2010 -0.9239 0.1128
H -1.4817 1.5269 -0.1915

Values from the calculation:
HOMO in eV: -8.57
Lowest unoccupied orbital energy in eV: 0.5
HOMO-LUMO gap in eV: 9.0289

---

Sorted by energy, starting with the most stable: <A>, <C>, <B>, <D>.

---

<A>
Computed, not measured: a 2-piece molecular cluster, C10H13O2 overall, with ωB97M-V with the def2-TZVPD basis set.

Element x y z (Å)
C -0.1817 -1.9060 2.6715
C 1.0609 -1.0313 3.1370
O 1.4307 -0.0675 2.3720
O 1.4924 -1.3455 4.2406
H -1.1601 -1.7789 3.2351
H 0.0139 -2.9489 2.6554
H -0.3742 -1.4067 1.6942
C 1.4361 0.8292 -0.4784
C 2.1217 -0.4548 -0.8232
C 0.0311 0.9732 -0.9803
C -0.7473 0.0773 -0.3163
C -0.4848 1.8226 -1.9344
C -2.0688 0.0582 -0.6436
C -1.7426 1.6019 -2.5191
C -2.5583 0.6751 -1.8095
H 1.5784 1.0622 0.5879
H 2.0419 1.5276 -1.1148
H 2.9890 -0.4648 -1.6365
H -0.4482 -0.2096 0.6291
H 0.1260 2.7420 -2.1784
H -2.6362 -0.5117 -0.0582
H -2.0556 2.3476 -3.2440
H -3.5590 0.4881 -2.1832
H 1.3137 -1.0071 -1.2936
H 2.3811 -1.0721 -0.0095

Values from the calculation:
HOMO in eV: -4.19
Lowest unoccupied orbital energy in eV: 3.3
Charge: -1
HOMO-LUMO gap in eV: 7.4733

---

<B>
Computed, not measured: a 2-piece molecular cluster, C10H13O2 overall, with ωB97M-V with the def2-TZVPD basis set.

Element x y z (Å)
C 0.7000 0.7246 -3.0613
C 0.0212 2.1120 -3.0187
C 1.8337 0.6535 -2.0425
O 1.7930 -0.2900 -1.2033
O 2.6919 1.5596 -2.0532
H -0.0303 -0.0249 -2.7571
H 1.0556 0.5323 -4.0669
H -1.0100 2.0783 -3.3715
H 0.6615 2.8067 -3.5460
H -0.0874 2.4002 -1.9693
C 0.0332 -2.2030 0.1309
C -1.7979 -0.6975 3.1148
C -0.9722 0.3647 3.4208
C -1.5095 -1.4370 1.9629
C -0.3585 -1.2239 1.2261
C 0.0556 0.7361 2.5540
C 0.4217 -0.1016 1.5095
H -2.5708 -0.9978 3.8085
H -0.9673 0.8507 4.3943
H -2.2039 -2.2360 1.7158
H 0.5546 1.6921 2.5962
H -0.6255 -3.0667 0.2664
H 1.0560 -2.5502 0.2500
H 1.3412 0.0372 0.9704
H -0.0859 -1.7196 -0.8307

Values from the calculation:
HOMO in eV: -4.09
Lowest unoccupied orbital energy in eV: 3.4
Charge: -1
HOMO-LUMO gap in eV: 7.5139

---

<C>
Computed, not measured: a 2-piece molecular cluster, C10H13O2 overall, with ωB97M-V with the def2-TZVPD basis set.

Element x y z (Å)
C -2.1615 0.3325 -0.0429
C -3.2749 0.8823 -0.8890
C -2.2356 -1.3122 -0.0782
O -3.3046 -1.7417 -0.5695
O -1.2618 -1.9570 0.2502
H -1.2410 0.7919 -0.3174
H -2.3111 0.5910 1.0448
H -3.2243 0.7592 -1.9714
H -3.4986 1.8980 -0.6842
H -4.1551 0.2480 -0.4909
C 2.8109 -1.6647 0.7097
C 1.2237 1.8005 1.2036
C 1.2489 2.2928 -0.1370
C 1.8787 0.5416 1.4102
C 2.3156 -0.3107 0.3581
C 1.7177 1.4323 -1.1831
C 2.1978 0.1052 -0.9405
H 0.7223 2.3405 2.0089
H 0.9775 3.3108 -0.4184
H 1.8525 -0.1074 2.2536
H 1.5533 1.7041 -2.2109
H 2.3218 -2.3678 0.0674
H 2.5822 -1.9546 1.7058
H 2.7088 -0.5055 -1.6387
H 3.9156 -1.7168 0.7406

Values from the calculation:
HOMO in eV: -3.82
Lowest unoccupied orbital energy in eV: 3.4
Charge: -1
HOMO-LUMO gap in eV: 7.2292

---

Sorted by energy, starting with the most stable: <B>, <C>, <A>.